Formula: C18H36O40PS9
Source: the OMol25 dataset
Level of theory: ωB97M-V/def2-TZVPD

Output
HOMO (eV): -1.11
Lowest unoccupied orbital energy (eV): 5.19
E (Eh): -7642.1013
Charge: -3

Each line ends with the Mulliken charge.
Element x y z (Å)
P  0.57  -0.37  0.37  -0.939
O  1.57  0.37  1.33  -0.376
O  1.22  -0.68  -1.02  0.134
O  -0.69  0.59  0.16  -0.294
O  0.02  -1.69  1.01  -0.721
C  1.29  2.96  3.16  -0.004
C  -0.08  2.55  2.68  1.606
O  -1.05  2.98  3.60  -0.395
S  -0.41  3.32  5.06  1.164
O  -0.78  2.34  6.05  -0.519
O  -0.55  4.71  5.45  -0.656
O  1.13  3.16  4.58  -0.480
H  1.65  3.97  2.95  0.392
H  1.99  2.16  2.92  0.113
H  -0.21  1.50  2.42  -1.238
H  -0.27  3.04  1.72  0.074
C  0.74  2.71  -1.41  0.939
C  2.02  2.55  -0.64  1.246
O  2.75  3.78  -0.97  -0.536
S  2.30  4.43  -2.38  1.122
O  3.28  4.33  -3.43  -0.565
O  1.71  5.74  -2.21  -0.655
O  1.10  3.36  -2.63  -0.349
H  -0.10  2.94  -0.75  0.084
H  0.47  1.73  -1.79  -0.782
H  2.59  1.65  -0.89  -0.434
H  2.07  2.65  0.44  -0.417
C  0.85  -2.07  3.76  0.141
C  0.91  -0.56  3.89  1.620
O  0.18  -0.11  5.07  0.142
S  0.24  -1.29  6.17  1.132
O  -0.94  -1.37  6.97  -0.592
O  1.54  -1.24  6.80  -0.656
O  0.13  -2.41  4.99  -0.555
H  1.81  -2.57  3.87  0.286
H  0.32  -2.39  2.86  0.025
H  0.47  -0.09  3.01  -1.982
H  1.90  -0.15  4.11  0.069
C  -3.69  2.14  0.09  0.834
C  -4.30  0.77  0.43  0.546
O  -5.54  0.67  -0.28  -0.443
S  -5.96  2.04  -1.05  1.137
O  -6.77  2.85  -0.18  -0.602
O  -6.40  1.65  -2.36  -0.549
O  -4.44  2.56  -1.09  -0.328
H  -2.67  2.10  -0.30  -0.392
H  -3.71  2.74  1.00  0.456
H  -4.55  0.63  1.48  0.089
H  -3.68  -0.03  0.04  -0.579
C  -2.51  -1.27  2.43  1.506
C  -2.96  -0.35  3.59  0.163
O  -4.36  -0.57  3.75  -0.419
S  -4.75  -2.08  3.30  1.156
O  -6.07  -2.01  2.76  -0.596
O  -4.44  -3.05  4.32  -0.613
O  -3.64  -2.09  2.11  -0.210
H  -1.61  -1.84  2.62  0.057
H  -2.29  -0.63  1.57  -1.332
H  -2.84  0.69  3.28  0.047
H  -2.45  -0.53  4.53  0.100
C  4.12  -0.98  0.55  0.708
C  3.37  -2.32  0.60  1.069
O  4.44  -3.23  0.99  -0.533
S  5.76  -2.81  0.16  1.102
O  5.67  -2.96  -1.26  -0.532
O  6.91  -3.29  0.89  -0.631
O  5.57  -1.24  0.53  -0.463
H  3.85  -0.36  1.40  0.031
H  3.89  -0.35  -0.31  -0.382
H  2.94  -2.60  -0.35  0.206
H  2.78  -2.22  1.51  -0.728
C  3.98  -0.05  -3.63  0.020
C  2.62  0.30  -4.18  0.932
O  2.62  0.18  -5.59  -0.314
S  4.13  0.37  -6.13  0.991
O  4.48  1.74  -6.36  -0.559
O  4.32  -0.58  -7.22  -0.587
O  4.85  -0.10  -4.78  -0.402
H  4.16  -0.98  -3.09  0.229
H  4.28  0.72  -2.92  0.230
H  2.38  1.34  -3.92  -0.080
H  1.80  -0.22  -3.68  -0.472
C  -1.33  -0.37  -3.61  0.971
C  -2.02  0.56  -2.61  1.425
O  -2.80  1.54  -3.31  -0.290
S  -2.87  1.12  -4.89  1.062
O  -2.74  2.21  -5.83  -0.605
O  -3.89  0.17  -5.16  -0.591
O  -1.40  0.38  -4.82  -0.377
H  -1.87  -1.32  -3.71  0.406
H  -0.33  -0.61  -3.25  -0.845
H  -1.25  1.17  -2.15  -0.929
H  -2.64  -0.10  -2.02  -0.272
C  0.16  -3.37  -1.41  0.548
C  -1.27  -3.19  -1.06  0.868
O  -1.95  -3.72  -2.27  -0.430
S  -1.00  -4.79  -3.05  1.109
O  -0.72  -4.18  -4.32  -0.574
O  -1.59  -6.09  -3.07  -0.626
O  0.23  -4.67  -2.04  -0.470
H  0.99  -3.30  -0.71  -0.031
H  0.45  -2.63  -2.16  -0.024
H  -1.62  -2.19  -0.85  -0.641
H  -1.58  -3.86  -0.25  0.307